(1)
This record from the OMol25 dataset describes C33H25N18O2S3SeZr as an isolated structure. The level of theory is wB97M-V/def2-TZVPD.

Each line ends with the Mulliken charge.
Positions of all 83 atoms, in Å:
Zr 0.413 -0.123 0.651  -1.3387
N 3.943 0.870 1.021  0.1038
C 3.232 0.568 2.153  -0.4289
N 3.759 0.463 3.354  -0.3861
N 2.729 0.121 4.153  -0.7092
N 1.639 0.021 3.486  -0.3905
N 1.917 0.321 2.178  1.5937
C 3.475 0.583 -0.242  0.3058
N 4.252 0.448 -1.293  -0.5789
N 3.405 0.176 -2.309  -0.7427
N 2.193 0.145 -1.903  -0.3503
N 2.184 0.409 -0.561  1.1119
H 4.944 0.936 1.119  0.3450
C -3.467 2.768 1.339  -0.7634
N -3.437 1.344 1.017  0.2604
C -4.292 0.695 0.143  -0.8680
C -3.953 -0.604 0.126  -0.3225
N -2.869 -0.743 0.991  0.8301
C -2.559 0.472 1.535  0.2056
S -1.281 0.801 2.604  -0.3145
C -2.297 -1.958 1.436  -0.0300
C -3.122 -3.029 1.723  -1.0406
C -2.546 -4.179 2.236  -0.6086
C -1.187 -4.184 2.496  -1.1371
C -0.449 -3.058 2.188  -0.2912
N -0.973 -1.974 1.602  1.0716
H -4.084 3.274 0.603  0.3721
H -2.456 3.168 1.298  0.2473
H -3.874 2.914 2.337  0.3226
H -5.046 1.230 -0.409  0.4610
H -4.353 -1.432 -0.431  0.5797
H -4.190 -2.944 1.581  0.5850
H -3.159 -5.041 2.464  0.4557
H -0.698 -5.037 2.943  0.4776
H 0.608 -3.027 2.388  0.3867
O -2.199 4.589 -1.240  -0.6250
C -2.607 3.584 -2.033  0.2693
C -3.679 3.841 -2.889  -0.6832
C -4.130 2.865 -3.755  -0.4824
C -3.520 1.611 -3.791  -0.8655
C -2.483 1.343 -2.924  -0.3702
C -2.026 2.304 -2.018  -0.3515
C -1.004 1.942 -1.025  0.5605
O -0.849 0.660 -0.742  1.0650
N -0.355 2.854 -0.396  -1.1614
N 0.439 2.354 0.646  0.5619
C 0.837 3.326 1.406  0.1164
S 1.681 3.115 2.910  0.1237
C 2.164 4.852 3.063  -0.6145
C 1.015 5.696 2.560  -0.6258
S 0.459 4.987 0.991  0.0310
H -1.383 4.309 -0.777  0.4400
H -4.119 4.829 -2.872  0.4668
H -4.949 3.087 -4.427  0.4259
H -3.850 0.863 -4.499  0.4439
H -1.986 0.383 -2.944  0.5999
H 3.071 5.021 2.484  0.3234
H 2.371 5.037 4.116  0.4366
H 1.322 6.722 2.363  0.4309
H 0.184 5.698 3.265  0.3122
Se 4.351 -5.107 -4.156  0.2856
N 4.658 -4.559 -2.490  -0.8765
C 3.584 -3.937 -2.092  0.7569
C 3.435 -3.356 -0.764  0.8076
C 4.401 -3.499 0.231  -0.8963
C 4.140 -2.985 1.481  -1.2640
C 2.954 -2.296 1.690  -0.3504
N 2.043 -2.098 0.737  0.9370
C 2.266 -2.658 -0.467  -0.5340
C 1.182 -2.549 -1.443  0.0230
N 0.108 -1.831 -1.075  0.7903
C -0.951 -1.831 -1.880  -0.3623
C -0.983 -2.500 -3.094  -1.5103
C 0.148 -3.164 -3.515  -0.8568
C 1.256 -3.199 -2.674  0.5446
C 2.495 -3.875 -3.032  0.7651
N 2.695 -4.450 -4.186  -0.8933
H 5.320 -4.023 0.006  0.5733
H 4.840 -3.091 2.297  0.5118
H 2.736 -1.886 2.668  0.6576
H -1.796 -1.242 -1.557  0.5732
H -1.876 -2.463 -3.701  0.5061
H 0.195 -3.664 -4.474  0.5699

Computed properties:
Total charge: +1
E_HOMO: -10.65 eV
E_tot: -6051.7227 Ha
E_LUMO: -3.354 eV

(2)
This record from the OMol25 dataset describes C33H25N3O4S4W as an isolated structure. The level of theory is wB97M-V/def2-TZVPD.

Each line ends with the natural charge from an NBO analysis.
Positions of all 70 atoms, in Å:
W -0.132 -0.318 -0.382  2.1770
C -1.668 4.981 0.130  -0.2514
O -1.156 3.680 0.387  -0.4903
C 0.015 3.511 1.034  0.2777
C 0.827 4.482 1.617  -0.2283
C 2.060 4.142 2.164  -0.1600
C 2.502 2.838 2.184  -0.1625
C 1.689 1.816 1.661  -0.1831
C 2.071 0.442 1.738  0.2307
N 1.409 -0.484 1.091  -0.3800
N 1.825 -1.777 1.287  -0.3399
C 1.238 -2.616 0.485  0.5639
O 0.380 -2.129 -0.423  -0.6753
C 1.432 -4.040 0.645  -0.1049
C 2.218 -4.516 1.707  -0.1513
C 2.319 -5.872 1.934  -0.2083
C 1.652 -6.765 1.104  -0.1432
C 0.873 -6.299 0.051  -0.2159
C 0.758 -4.944 -0.187  -0.1733
C 0.444 2.167 1.087  0.3274
O -0.368 1.198 0.600  -0.6435
H -1.962 4.992 -0.920  0.1999
H -0.938 5.768 0.296  0.1920
H -2.542 5.154 0.758  0.2080
H 0.510 5.511 1.663  0.2471
H 2.675 4.923 2.586  0.2485
H 3.468 2.587 2.590  0.2415
H 2.916 0.142 2.356  0.2510
H 2.724 -3.804 2.338  0.2377
H 2.907 -6.242 2.760  0.2386
H 1.740 -7.825 1.281  0.2372
H 0.355 -7.000 -0.583  0.2346
H 0.146 -4.576 -1.002  0.2250
S 1.898 0.082 -1.893  0.1212
C 0.804 1.225 -2.640  0.1010
C 1.023 2.023 -3.758  -0.2614
C -0.028 2.804 -4.210  -0.0803
C -1.245 2.798 -3.524  -0.2465
C -1.378 2.003 -2.404  0.0897
N -0.372 1.226 -1.976  -0.5240
H 1.978 2.001 -4.256  0.2596
H 0.096 3.421 -5.088  0.2527
H -2.076 3.398 -3.857  0.2536
H -2.287 1.950 -1.810  0.2391
O -1.737 -0.605 -1.035  -0.6125
C -2.874 -1.330 -0.598  0.1342
C -3.229 -2.272 -1.717  -0.2787
C -2.302 -2.718 -2.621  -0.2297
C -2.862 -3.590 -3.575  -0.2394
C -4.189 -3.800 -3.368  -0.3818
S -4.789 -2.941 -2.012  0.5229
C -3.912 -0.287 -0.270  -0.2596
C -4.021 0.479 0.859  -0.2180
C -4.990 1.497 0.732  -0.2519
C -5.576 1.512 -0.493  -0.3792
S -4.958 0.293 -1.525  0.4976
C -2.363 -2.101 0.613  -0.1618
C -1.544 -1.573 1.613  -0.4068
C -1.119 -2.586 2.518  -0.2195
C -1.584 -3.820 2.187  -0.3905
S -2.540 -3.802 0.766  0.6037
H -1.256 -2.407 -2.593  0.2168
H -2.308 -4.032 -4.382  0.2439
H -4.854 -4.416 -3.941  0.2618
H -3.477 0.316 1.772  0.2287
H -5.241 2.179 1.522  0.2440
H -6.350 2.158 -0.855  0.2588
H -1.471 -0.500 1.852  0.2666
H -0.513 -2.395 3.385  0.2501
H -1.439 -4.738 2.721  0.2687

Computed properties:
Total charge: +2
E_HOMO: -13.83 eV
E_tot: -3397.0815 Ha
E_LUMO: -7.698 eV

(3)
This record from the OMol25 dataset describes C33H25N4O6STi as an isolated structure. The level of theory is wB97M-V/def2-TZVPD.

Each line ends with the natural charge from an NBO analysis.
Positions of all 70 atoms, in Å:
Ti -0.784 -0.177 0.088  1.6304
C -3.362 1.626 -1.115  -0.2322
O -2.723 0.961 -0.032  -0.5378
C -3.481 0.734 1.111  0.3286
C -4.852 0.845 1.169  -0.2939
C -5.500 0.654 2.391  -0.2578
C -4.758 0.381 3.529  -0.2176
C -3.374 0.278 3.470  -0.2488
C -2.710 0.429 2.253  0.1027
N -1.357 0.352 2.026  -0.4422
N -0.570 0.520 3.085  -0.2900
C 0.697 0.898 2.800  0.1071
C 1.131 1.375 1.537  0.2543
O 0.396 1.329 0.430  -0.7800
C 2.440 1.899 1.425  -0.1916
C 3.324 1.922 2.466  -0.2493
C 2.948 1.406 3.732  -0.0730
C 3.841 1.379 4.827  -0.1864
C 3.462 0.870 6.039  -0.2444
C 2.160 0.360 6.205  -0.2397
C 1.273 0.375 5.160  -0.1785
C 1.637 0.899 3.901  -0.0697
H -3.807 2.555 -0.751  0.1771
H -4.111 0.988 -1.579  0.2007
H -2.586 1.836 -1.843  0.2032
H -5.426 1.078 0.283  0.2128
H -6.578 0.730 2.442  0.2003
H -5.261 0.246 4.479  0.2004
H -2.782 0.082 4.353  0.2313
H 2.720 2.275 0.447  0.2042
H 4.322 2.324 2.334  0.1953
H 4.842 1.773 4.685  0.1947
H 4.159 0.855 6.869  0.1975
H 1.860 -0.048 7.162  0.1994
H 0.272 -0.017 5.274  0.2322
O -0.942 -2.454 -3.173  -0.9600
S -1.246 -1.053 -3.019  2.3212
O -2.581 -0.671 -2.639  -0.9573
N -0.227 -0.302 -2.040  -1.0466
C 1.132 -0.635 -2.167  0.2583
C 1.884 -0.466 -3.309  -0.2605
C 3.248 -0.803 -3.351  -0.1992
C 3.887 -1.296 -2.250  -0.2083
C 3.164 -1.467 -1.050  -0.0921
C 3.751 -1.951 0.140  -0.1092
C 2.990 -2.092 1.260  -0.2629
C 1.632 -1.743 1.214  0.1266
N 1.055 -1.283 0.127  -0.4818
C 1.790 -1.139 -1.014  0.1390
C -1.011 -0.339 -4.643  -0.2282
C -1.023 1.044 -4.777  -0.2127
C -0.867 1.610 -6.031  -0.2213
C -0.701 0.794 -7.145  -0.2196
C -0.691 -0.586 -7.003  -0.2068
C -0.846 -1.158 -5.746  -0.2288
H 1.420 -0.060 -4.197  0.2172
H 3.793 -0.659 -4.276  0.2061
H 4.939 -1.551 -2.275  0.2029
H 4.806 -2.199 0.145  0.2074
H 3.413 -2.452 2.187  0.2249
H 0.990 -1.854 2.076  0.2492
H -1.130 1.659 -3.893  0.2286
H -0.868 2.687 -6.141  0.2104
H -0.575 1.238 -8.125  0.2064
H -0.558 -1.221 -7.870  0.2077
H -0.828 -2.229 -5.599  0.2462
O -0.982 -3.094 1.875  -0.6607
C -1.807 -2.858 1.010  0.6843
O -1.834 -1.848 0.206  -0.7986
H -2.641 -3.564 0.841  0.0790

Computed properties:
Total charge: -1
Multiplicity: 3
E_HOMO (alpha / beta): -2.89 / -4.37 eV
E_tot: -3190.8756 Ha
E_LUMO (alpha / beta): 2.384 / 2.381 eV
<S²>: 2.042

Number 1: strongest force on any atom 0.197 eV/Å. Number 2: strongest force on any atom 4.275 eV/Å. Number 3: strongest force on any atom 1.154 eV/Å.